(1)
{"formula": "C28H36Br2F3N3O3S2SiW", "method": "the ωB97M-V functional and the def2-TZVPD basis", "gap_ev": [5.951, 7.545], "homo_ev": [-13.263, -14.852], "total_charge": 2, "multiplicity": 3, "lumo_energy_ev": [-7.31, -7.31], "molar_mass_da": 955.476, "symbols": ["W", "F", "C", "F", "F", "C", "C", "C", "C", "N", "C", "S", "H", "H", "H", "Br", "C", "C", "C", "N", "C", "C", "C", "C", "C", "Br", "C", "C", "N", "H", "H", "H", "H", "H", "H", "C", "C", "C", "C", "O", "Si", "S", "O", "C", "C", "C", "C", "O", "C", "C", "C", "C", "H", "H", "H", "H", "H", "H", "H", "H", "H", "H", "H", "H", "H", "H", "H", "H", "H", "H", "H", "H", "H", "H", "H", "H", "H", "H", "H"], "coordinates": [[1.495, 0.912, 1.559], [6.300, -1.051, 5.161], [5.682, -0.528, 4.109], [5.930, -1.301, 3.046], [6.205, 0.680, 3.868], [4.192, -0.418, 4.344], [3.596, -0.866, 5.517], [2.220, -0.774, 5.679], [1.464, -0.225, 4.663], [2.041, 0.242, 3.549], [3.375, 0.132, 3.370], [3.821, 0.742, 1.758], [4.210, -1.298, 6.295], [1.747, -1.133, 6.580], [0.385, -0.146, 4.716], [2.022, 4.791, -4.019], [1.876, 3.696, -2.508], [2.271, 2.365, -2.553], [2.113, 1.593, -1.423], [1.617, 2.076, -0.277], [1.252, 3.378, -0.220], [1.363, 4.209, -1.319], [0.764, 3.830, 1.093], [0.309, 5.111, 1.344], [-0.090, 5.459, 2.631], [-0.710, 7.184, 2.987], [-0.019, 4.507, 3.646], [0.429, 3.250, 3.328], [0.815, 2.900, 2.086], [2.679, 1.930, -3.453], [2.384, 0.545, -1.425], [1.065, 5.245, -1.274], [0.260, 5.849, 0.559], [-0.313, 4.741, 4.658], [0.495, 2.482, 4.088], [-3.028, 0.165, -3.320], [-2.442, 0.940, -2.150], [-1.142, 1.623, -2.542], [-3.448, 1.931, -1.586], [-2.175, 0.011, -1.061], [-1.185, -1.228, -0.872], [0.312, -0.748, 0.817], [-0.316, -1.535, -2.187], [0.587, -2.612, -2.598], [0.409, -3.852, -1.741], [0.229, -2.892, -4.049], [2.000, -2.060, -2.473], [-1.802, -2.429, -0.028], [-3.147, -3.019, -0.023], [-4.057, -2.101, 0.778], [-3.618, -3.173, -1.459], [-2.981, -4.369, 0.654], [-3.309, 0.854, -4.116], [-3.926, -0.368, -3.011], [-2.306, -0.550, -3.718], [-1.323, 2.363, -3.320], [-0.438, 0.883, -2.929], [-0.711, 2.124, -1.674], [-3.710, 2.672, -2.340], [-3.034, 2.443, -0.717], [-4.358, 1.415, -1.281], [-0.609, -4.233, -1.811], [0.634, -3.656, -0.691], [1.090, -4.626, -2.093], [-0.791, -3.266, -4.124], [0.902, -3.643, -4.463], [0.314, -1.985, -4.647], [2.241, -1.860, -1.427], [2.098, -1.145, -3.061], [2.722, -2.785, -2.849], [-4.133, -1.123, 0.303], [-3.671, -1.979, 1.790], [-5.056, -2.531, 0.844], [-3.721, -2.201, -1.942], [-4.594, -3.658, -1.482], [-2.922, -3.788, -2.031], [-2.592, -4.243, 1.664], [-2.295, -5.001, 0.091], [-3.944, -4.875, 0.715]], "atomic_forces_ev_per_a": [[0.808, 2.065, 0.025], [0.008, -0.028, 0.089], [-0.007, -0.025, -0.061], [0.004, -0.003, -0.024], [0.013, 0.050, -0.021], [-0.071, 0.062, -0.003], [0.018, 0.031, -0.095], [-0.053, 0.033, -0.042], [0.034, 0.002, 0.119], [0.082, -0.414, -0.013], [-0.059, 0.004, 0.077], [0.019, -0.209, -0.013], [0.018, 0.003, 0.000], [-0.051, -0.002, 0.002], [0.005, -0.031, 0.036], [-0.016, -0.137, 0.195], [0.007, -0.015, -0.019], [-0.030, 0.120, -0.079], [0.055, -0.121, -0.043], [-0.226, -0.041, 0.213], [0.087, -0.074, -0.218], [0.024, -0.036, -0.016], [-0.043, 0.057, 0.309], [0.001, -0.043, 0.013], [-0.028, 0.026, 0.064], [0.089, -0.236, -0.049], [-0.052, 0.191, -0.044], [0.033, -0.138, 0.033], [-0.149, -0.337, -0.313], [0.004, 0.000, -0.007], [-0.010, 0.003, -0.003], [-0.001, 0.010, 0.023], [0.014, -0.015, -0.032], [-0.001, 0.001, 0.007], [-0.008, 0.009, -0.029], [-0.006, 0.055, 0.031], [-0.120, 0.060, -0.021], [-0.036, -0.111, -0.057], [0.065, -0.044, -0.068], [0.121, 0.101, 0.039], [0.310, -0.096, -0.087], [-0.671, -0.791, -0.082], [-0.119, -0.007, 0.274], [0.048, 0.086, -0.194], [-0.008, 0.060, 0.052], [0.065, -0.015, 0.052], [-0.042, -0.062, -0.019], [-0.074, -0.022, -0.011], [0.011, -0.126, 0.096], [0.024, -0.040, -0.058], [-0.022, -0.022, 0.053], [-0.039, 0.056, -0.049], [0.021, 0.009, -0.043], [-0.021, 0.037, -0.011], [0.001, -0.009, -0.003], [-0.017, 0.038, -0.016], [0.016, 0.061, 0.023], [0.002, 0.031, 0.031], [-0.004, 0.019, -0.012], [0.017, 0.011, 0.018], [-0.006, -0.011, 0.010], [-0.014, -0.023, -0.006], [-0.001, 0.013, 0.008], [0.005, -0.024, -0.011], [-0.031, -0.005, -0.002], [-0.001, -0.015, -0.008], [0.004, 0.019, -0.006], [0.006, 0.031, 0.021], [0.001, -0.006, -0.009], [0.006, 0.000, -0.007], [-0.002, 0.027, 0.008], [0.013, 0.011, 0.013], [-0.015, -0.020, -0.006], [0.009, -0.013, -0.011], [-0.016, -0.013, -0.006], [-0.005, -0.002, -0.012], [0.007, 0.008, 0.015], [0.014, -0.006, -0.012], [-0.018, -0.011, 0.006]], "mulliken_spin": [1.92, 0.00, 0.00, 0.00, 0.00, 0.01, 0.01, 0.00, -0.01, -0.01, 0.04, -0.04, 0.00, 0.00, 0.01, 0.01, 0.03, -0.01, 0.03, -0.10, 0.02, -0.01, -0.01, 0.00, 0.01, 0.00, -0.01, -0.03, 0.09, 0.00, 0.00, 0.00, 0.00, 0.00, -0.01, 0.00, 0.00, 0.00, 0.00, -0.01, 0.02, -0.02, 0.05, 0.00, 0.00, 0.00, 0.00, 0.03, 0.00, 0.00, 0.00, 0.00, 0.00, 0.00, 0.00, 0.00, 0.00, 0.00, 0.00, 0.00, 0.00, 0.00, 0.00, 0.00, 0.00, 0.00, 0.00, 0.00, 0.00, 0.00, 0.00, 0.00, 0.00, 0.00, 0.00, 0.00, 0.00, 0.00, 0.00]}

(2)
{"formula": "C4H4N2", "method": "the ωB97M-V functional and the def2-TZVPD basis", "e_above_lowest_kj_mol": 347.9, "gap_ev": 9.277, "homo_ev": -8.516, "lumo_energy_ev": 0.76, "smiles": "C#CC(N)=C=N", "molar_mass_da": 80.090, "symbols": ["C", "C", "C", "N", "C", "N", "H", "H", "H", "H"], "coordinates": [[2.333, -0.455, 0.009], [1.162, -0.204, -0.125], [-0.236, 0.058, -0.227], [-1.226, -0.922, -0.558], [-0.690, 1.223, 0.177], [-1.181, 2.165, 0.794], [3.375, -0.668, 0.082], [-1.433, -0.917, -1.548], [-0.890, -1.841, -0.295], [-1.235, 1.624, 1.671]], "atomic_forces_ev_per_a": [[-0.344, 0.048, -0.133], [0.525, -0.225, -0.165], [0.090, 0.190, -0.066], [0.084, -0.224, -0.275], [0.003, -0.004, 0.026], [0.224, -0.845, -0.143], [-0.102, 0.023, 0.038], [0.058, -0.163, -0.050], [-0.089, 0.028, -0.090], [-0.448, 1.171, 0.857]], "lowdin_charge": [0.12, -0.11, -0.38, 0.06, -0.12, 0.16, 0.02, 0.08, 0.08, 0.09]}

(3)
{"formula": "C9H13NO2Pm", "method": "the ωB97M-V functional and the def2-TZVPD basis", "gap_ev": [4.933, 4.944], "homo_ev": [-2.136, -2.150], "total_charge": -1, "multiplicity": 5, "lumo_energy_ev": [2.80, 2.79], "molar_mass_da": 312.208, "symbols": ["C", "C", "C", "C", "C", "Pm", "N", "C", "C", "H", "H", "H", "H", "H", "H", "H", "H", "H", "H", "C", "C", "O", "O", "H", "H", "H"], "coordinates": [[-1.080, 0.912, -2.210], [0.296, 0.785, -2.579], [1.040, 1.763, -1.849], [0.113, 2.518, -1.049], [-1.200, 2.041, -1.335], [0.361, 0.031, 0.114], [-1.391, -1.366, -0.013], [-0.716, -2.623, -0.834], [0.682, -2.367, -1.301], [2.128, 1.905, -1.864], [0.738, -0.008, -3.192], [0.365, 3.403, -0.454], [-2.129, 2.495, -0.987], [-1.901, 0.357, -2.676], [0.779, -2.066, -2.427], [-1.309, -3.188, -1.703], [-2.394, -1.330, -0.286], [1.663, -2.583, -0.689], [-0.699, -3.181, 0.187], [0.729, 0.393, 4.205], [0.579, 0.350, 2.688], [1.356, -0.619, 2.134], [-0.309, 1.155, 2.081], [1.552, -0.175, 4.688], [-0.109, -0.022, 4.805], [0.855, 1.420, 4.547]], "atomic_forces_ev_per_a": [[0.555, 1.049, -0.551], [-0.090, 0.157, 0.703], [-0.425, 0.208, 0.158], [0.155, 0.120, -0.817], [0.659, -0.646, -0.153], [-1.861, -1.755, -3.021], [-0.555, -0.301, -1.844], [0.030, -0.778, 2.655], [1.707, 1.581, -0.679], [-0.506, -0.055, -0.072], [-0.341, 0.482, 0.247], [-0.147, -0.473, -0.189], [0.327, -0.353, 0.077], [0.408, 0.144, 0.514], [0.225, -0.822, 2.225], [0.476, 1.609, 2.065], [0.939, 0.147, 0.350], [-2.098, -0.118, -1.353], [0.127, -0.602, -2.390], [-0.056, 0.116, 1.452], [-0.192, -1.379, -0.362], [-2.693, 3.774, 1.089], [3.731, -2.883, 2.277], [0.026, 0.201, -1.243], [-0.199, 0.418, -1.012], [-0.200, 0.159, -0.125]], "mulliken_spin": [-0.01, -0.01, 0.00, 0.00, 0.00, 4.05, -0.03, -0.01, -0.01, 0.00, 0.00, 0.00, 0.00, 0.00, 0.00, 0.00, 0.00, 0.00, 0.00, 0.00, 0.00, 0.00, 0.00, 0.00, 0.00, 0.00]}

| no. | calculated total energy (a.u.) |
| --- | --- |
| 1 | -8078.887185 |
| 2 | -264.193941 |
| 3 | -1164.326305 |